Entry 1:
Density functional theory data (ωB97M-V with the def2-TZVPD basis set) for a 13-piece molecular cluster, C74H186N12O25 overall at a distorted geometry.

The value obtained for the LUMO energy is 0.0168 Eh. The value obtained for the total energy is -5468.11597 Eh. The spin multiplicity is 1. The energy above the lowest of the compared OMol25 structures with the same formula, charge and spin comes out at 11.5346 eV. The total charge is 0. The maximum force is 4.36 eV Å⁻¹.

Each line ends with the Löwdin charge.
Element x y z (Å)
C  4.10  1.23  -2.08  -0.0562
C  3.53  1.02  -0.66  -0.2442
O  2.33  1.83  -0.55  -0.1167
H  4.98  0.60  -2.23  0.0324
H  4.46  2.24  -2.27  0.0696
H  3.46  0.96  -2.92  0.0744
H  4.12  1.31  0.21  0.0921
H  3.23  -0.02  -0.58  0.0876
H  2.56  2.73  -0.79  0.0313
C  -3.12  3.51  -6.34  -0.0751
O  -2.99  4.97  -6.50  -0.2021
C  -1.81  5.45  -5.91  -0.1999
C  -1.81  6.98  -6.34  -0.2078
N  -1.80  6.98  -7.79  -0.0534
C  -2.58  8.10  -8.30  -0.1899
C  -2.57  8.25  -9.86  -0.2087
O  -3.47  7.31  -10.43  -0.1926
C  -3.95  7.55  -11.78  -0.1066
H  -2.96  3.18  -5.31  0.0672
H  -2.35  2.87  -6.78  0.0712
H  -4.12  3.14  -6.59  0.0867
H  -0.95  5.02  -6.43  0.1195
H  -1.82  5.42  -4.82  0.0953
H  -0.90  7.49  -6.02  0.1081
H  -2.56  7.59  -5.82  0.0944
H  -2.24  6.10  -8.00  0.0911
H  -2.23  9.06  -7.92  0.1112
H  -3.63  8.11  -7.99  0.1167
H  -1.61  8.16  -10.38  0.1146
H  -2.85  9.25  -10.20  0.1051
H  -4.83  6.91  -11.85  0.0786
H  -3.42  7.40  -12.71  0.0780
H  -4.47  8.49  -11.95  0.0747
C  -3.55  -2.60  -10.18  -0.1105
O  -3.68  -2.24  -8.81  -0.1851
C  -3.24  -0.86  -8.56  -0.2029
C  -3.55  -0.29  -7.24  -0.2424
N  -4.97  -0.06  -7.04  -0.0533
C  -5.62  -1.24  -6.43  -0.1735
C  -7.08  -0.86  -6.04  -0.1913
O  -8.02  -0.51  -7.08  -0.2029
C  -9.32  -0.23  -6.52  -0.1211
H  -4.22  -1.98  -10.78  0.0830
H  -3.81  -3.66  -10.26  0.0877
H  -2.57  -2.51  -10.64  0.0825
H  -3.83  -0.31  -9.29  0.1163
H  -2.22  -0.50  -8.68  0.1221
H  -3.14  0.70  -7.03  0.0962
H  -3.07  -0.93  -6.50  0.1099
H  -5.45  0.08  -7.91  0.1036
H  -5.08  -1.57  -5.54  0.1057
H  -5.60  -1.98  -7.24  0.1068
H  -7.10  -0.11  -5.25  0.1208
H  -7.53  -1.83  -5.81  0.1124
H  -9.74  -0.85  -5.73  0.0814
H  -9.96  -0.59  -7.33  0.0817
H  -9.53  0.81  -6.30  0.0839
C  -1.98  0.36  2.77  -0.1188
O  -2.50  0.56  4.05  -0.2263
C  -2.88  -0.66  4.77  -0.1521
C  -1.80  -1.76  5.01  -0.1491
N  -0.85  -1.37  6.14  -0.0324
C  0.39  -2.15  6.05  -0.2077
C  1.22  -2.18  7.36  -0.1584
O  0.35  -2.95  8.23  -0.1748
C  0.58  -2.82  9.60  -0.1410
H  -2.71  0.00  2.05  0.0711
H  -1.11  -0.30  2.78  0.0708
H  -1.63  1.31  2.37  0.0908
H  -3.72  -1.06  4.21  0.0811
H  -3.19  -0.16  5.69  0.1053
H  -1.36  -1.88  4.02  0.0921
H  -2.23  -2.74  5.24  0.1074
H  -1.34  -1.64  6.97  0.1032
H  1.03  -1.56  5.39  0.1031
H  0.14  -3.14  5.65  0.1137
H  1.39  -1.16  7.70  0.0999
H  2.17  -2.64  7.12  0.0923
H  0.15  -3.68  10.09  0.0845
H  0.09  -1.95  10.04  0.0741
H  1.60  -2.81  9.99  0.0820
C  -2.59  10.74  -0.30  -0.1426
O  -3.11  9.75  -1.10  -0.1781
C  -2.20  9.32  -2.09  -0.2263
C  -2.72  8.11  -2.81  -0.2042
N  -3.17  7.01  -1.90  -0.0666
C  -3.96  5.85  -2.38  -0.1616
C  -5.39  6.29  -2.92  -0.1807
O  -6.22  5.21  -3.35  -0.1891
C  -5.68  4.52  -4.46  -0.1179
H  -3.36  11.11  0.36  0.0895
H  -1.95  11.50  -0.74  0.0966
H  -2.09  10.20  0.50  0.0866
H  -1.28  9.03  -1.59  0.1237
H  -2.02  10.02  -2.90  0.1281
H  -1.97  7.65  -3.45  0.1026
H  -3.54  8.43  -3.46  0.1053
H  -3.69  7.51  -1.19  0.0857
H  -3.90  5.04  -1.65  0.1184
H  -3.29  5.49  -3.17  0.0791
H  -5.44  7.04  -3.70  0.1130
H  -5.96  6.73  -2.10  0.1181
H  -4.75  4.01  -4.22  0.0600
H  -5.59  5.15  -5.35  0.0896
H  -6.28  3.68  -4.83  0.0856
C  5.03  -9.72  5.44  -0.0838
O  4.95  -8.36  5.04  -0.2015
C  6.12  -7.67  5.20  -0.2508
C  5.92  -6.28  4.53  -0.1551
N  4.87  -6.31  3.44  -0.0430
C  5.57  -6.10  2.19  -0.2126
C  6.36  -4.78  1.97  -0.1940
O  7.77  -5.00  2.15  -0.2248
C  8.60  -3.84  1.88  -0.0646
H  5.91  -10.25  5.07  0.0872
H  4.14  -10.30  5.25  0.0890
H  5.12  -9.77  6.53  0.0843
H  7.00  -8.20  4.84  0.1198
H  6.30  -7.49  6.26  0.1206
H  6.94  -6.09  4.18  0.1027
H  5.71  -5.56  5.32  0.0878
H  4.45  -7.21  3.61  0.0794
H  4.87  -6.34  1.40  0.1060
H  6.28  -6.93  2.16  0.1154
H  5.90  -3.93  2.47  0.1151
H  6.26  -4.59  0.90  0.0932
H  8.07  -3.08  1.32  0.0699
H  9.54  -4.17  1.44  0.0891
H  8.63  -3.47  2.90  0.0880
C  -3.16  -4.08  -5.60  -0.1568
O  -3.52  -3.87  -4.32  -0.2249
C  -4.63  -4.73  -3.86  -0.1215
C  -4.75  -4.33  -2.33  -0.2063
N  -4.92  -2.93  -1.94  -0.0345
C  -5.13  -2.82  -0.48  -0.1866
C  -5.20  -1.39  0.00  -0.2449
O  -5.17  -1.33  1.39  -0.1989
C  -5.43  -0.05  1.84  -0.1184
H  -3.92  -3.70  -6.28  0.0696
H  -3.05  -5.14  -5.85  0.0924
H  -2.26  -3.47  -5.73  0.0877
H  -4.50  -5.81  -3.79  0.1197
H  -5.56  -4.37  -4.32  0.1157
H  -3.83  -4.68  -1.87  0.1014
H  -5.49  -4.94  -1.82  0.1123
H  -4.15  -2.33  -2.20  0.0569
H  -4.25  -3.23  0.03  0.0948
H  -5.99  -3.33  -0.05  0.1244
H  -6.04  -0.85  -0.45  0.1269
H  -4.33  -0.81  -0.29  0.1111
H  -4.79  0.04  2.72  0.0688
H  -6.47  -0.10  2.17  0.0950
H  -5.30  0.78  1.15  0.0978
C  -5.94  -2.28  6.44  -0.1140
O  -4.88  -2.72  5.62  -0.2358
C  -5.22  -3.91  4.83  -0.1491
C  -4.68  -3.91  3.37  -0.1649
N  -3.80  -5.07  3.03  -0.0377
C  -2.77  -4.71  2.08  -0.2380
C  -1.57  -5.56  2.14  -0.2184
O  -1.77  -6.90  1.63  -0.2054
C  -0.61  -7.80  1.53  -0.0711
H  -6.84  -2.21  5.82  0.0753
H  -5.84  -1.39  7.06  0.0948
H  -6.27  -3.19  6.94  0.0772
H  -6.30  -4.05  4.79  0.1118
H  -4.72  -4.65  5.45  0.1197
H  -4.11  -2.98  3.35  0.0768
H  -5.48  -3.71  2.65  0.1042
H  -3.44  -5.53  3.86  0.0966
H  -2.52  -3.67  2.29  0.1110
H  -3.14  -4.75  1.05  0.1070
H  -1.12  -5.60  3.13  0.1242
H  -0.86  -5.09  1.46  0.1139
H  -0.69  -8.46  0.66  0.0740
H  -0.68  -8.41  2.43  0.0789
H  0.34  -7.28  1.41  0.0760
C  -3.29  0.13  -3.24  -0.0831
O  -2.90  -1.01  -2.51  -0.2338
C  -1.67  -1.52  -3.11  -0.1700
C  -1.03  -2.67  -2.36  -0.1931
N  0.39  -2.48  -2.15  -0.0582
C  0.91  -1.42  -1.33  -0.2235
C  0.22  -1.15  -0.03  -0.1371
O  0.45  -2.29  0.95  -0.2172
C  1.74  -2.11  1.58  -0.1227
H  -3.49  -0.13  -4.28  0.0762
H  -2.50  0.86  -3.07  0.0873
H  -4.16  0.41  -2.64  0.0952
H  -0.91  -0.76  -3.32  0.1159
H  -1.92  -2.00  -4.06  0.0924
H  -1.21  -3.62  -2.86  0.1157
H  -1.52  -2.79  -1.40  0.1102
H  0.80  -3.35  -1.84  0.1073
H  0.94  -0.50  -1.91  0.1092
H  1.95  -1.70  -1.12  0.1091
H  -0.86  -1.04  -0.03  0.1126
H  0.61  -0.29  0.52  0.0999
H  1.74  -2.86  2.37  0.0823
H  1.75  -1.12  2.03  0.0751
H  2.65  -2.30  1.01  0.0772
C  -2.78  2.48  6.24  -0.0939
O  -2.47  1.88  7.51  -0.2184
C  -1.42  2.43  8.37  -0.1928
C  -0.17  2.84  7.61  -0.2354
N  0.57  1.66  7.11  -0.0304
C  1.89  1.89  6.43  -0.1673
C  1.73  2.58  5.08  -0.1978
O  2.75  2.01  4.22  -0.2242
C  2.87  2.61  2.89  -0.0712
H  -3.74  2.02  6.00  0.0914
H  -1.91  2.40  5.58  0.0698
H  -2.91  3.54  6.44  0.0814
H  -1.23  1.62  9.07  0.1164
H  -1.67  3.34  8.91  0.1093
H  0.50  3.33  8.31  0.1104
H  -0.48  3.67  6.98  0.1021
H  -0.03  1.08  6.53  0.0753
H  2.38  0.92  6.40  0.1005
H  2.49  2.58  7.02  0.1122
H  1.98  3.62  5.29  0.1179
H  0.80  2.38  4.55  0.1216
H  1.93  2.92  2.42  0.0797
H  3.45  2.07  2.14  0.0557
H  3.44  3.53  3.05  0.0772
C  1.14  0.66  -6.41  -0.1086
O  0.98  1.18  -5.12  -0.2095
C  1.20  2.54  -4.93  -0.2358
C  0.61  3.03  -3.60  -0.1993
N  1.32  4.29  -3.29  -0.0208
C  0.89  4.66  -1.88  -0.1890
C  1.86  5.64  -1.20  -0.1879
O  3.05  4.85  -1.35  -0.2161
C  4.07  5.62  -0.79  -0.1315
H  0.74  1.26  -7.23  0.0863
H  0.69  -0.33  -6.38  0.0848
H  2.20  0.45  -6.55  0.0841
H  0.87  3.10  -5.80  0.1127
H  2.29  2.60  -4.89  0.1170
H  0.50  2.16  -2.95  0.1135
H  -0.40  3.37  -3.82  0.0964
H  2.28  4.00  -3.15  0.0723
H  0.74  3.85  -1.17  0.1077
H  -0.01  5.16  -2.21  0.1091
H  1.52  5.81  -0.18  0.1295
H  1.93  6.54  -1.81  0.1282
H  3.76  6.21  0.07  0.0918
H  4.52  6.31  -1.51  0.0879
H  4.99  5.07  -0.62  0.0867
C  5.14  -5.12  -1.77  -0.1304
O  5.40  -3.75  -1.89  -0.1932
C  6.66  -3.41  -2.44  -0.2176
C  6.77  -1.94  -2.81  -0.1844
N  6.74  -1.00  -1.67  -0.0559
C  7.54  0.12  -2.01  -0.2445
C  7.89  1.02  -0.80  -0.1935
O  8.25  0.31  0.38  -0.1732
C  9.45  0.66  0.94  -0.1458
H  4.76  -5.52  -2.70  0.0872
H  4.28  -5.26  -1.11  0.0818
H  5.94  -5.72  -1.34  0.0879
H  6.76  -4.04  -3.33  0.1226
H  7.42  -3.66  -1.71  0.1189
H  6.01  -1.69  -3.55  0.1206
H  7.71  -1.79  -3.34  0.1057
H  7.07  -1.45  -0.82  0.1009
H  7.11  0.66  -2.84  0.1212
H  8.54  -0.23  -2.28  0.1088
H  6.99  1.52  -0.45  0.1104
H  8.53  1.84  -1.15  0.1218
H  9.75  1.70  0.79  0.0817
H  10.24  0.09  0.46  0.0864
H  9.58  0.54  2.02  0.0889
C  4.16  -1.11  3.84  -0.0682
O  4.83  -1.32  5.08  -0.1981
C  4.86  -2.56  5.59  -0.2443
C  5.80  -2.53  6.85  -0.2116
N  5.30  -2.12  8.09  -0.0741
C  5.09  -0.70  8.14  -0.2159
C  4.43  -0.13  9.41  -0.1563
O  2.95  -0.39  9.42  -0.2217
C  2.29  0.22  10.61  -0.0712
H  3.25  -0.63  4.19  0.0719
H  4.00  -2.05  3.31  0.0719
H  4.59  -0.41  3.12  0.0867
H  5.18  -3.26  4.82  0.1011
H  3.84  -2.76  5.90  0.1077
H  6.69  -1.95  6.64  0.1251
H  5.91  -3.60  7.05  0.1084
H  4.45  -2.67  8.16  0.1064
H  4.41  -0.42  7.34  0.1026
H  6.05  -0.25  7.89  0.1275
H  4.63  0.94  9.33  0.1106
H  4.96  -0.51  10.28  0.1138
H  2.86  0.36  11.53  0.0776
H  1.41  -0.42  10.71  0.0579
H  2.00  1.26  10.45  0.0712

***

Entry 2:
Density functional theory data (ωB97M-V with the def2-TZVPD basis set) for a 5-piece molecular cluster, C74H51BClIN4O14S overall at a distorted geometry.

The value obtained for the LUMO energy is -0.0781 Eh. The value obtained for the total energy is -5303.31422 Eh. The spin multiplicity is 1. The SMILES is NB(O)c1c(CCCI)c(Cl)c2c(c1CCC(=O)O)C(=O)N(CCSc1nnco1)C2=O.O=C1c2ccccc2C(=O)c2ccccc21.O=C1c2ccccc2C(=O)c2ccccc21.O=C1c2ccccc2C(=O)c2ccccc21.O=C1c2ccccc2C(=O)c2ccccc21. The total charge is 0. The maximum force is 9.59 eV Å⁻¹.

Each line ends with the Löwdin charge.
Element x y z (Å)
N  -4.04  0.94  3.54  0.0840
B  -3.83  1.00  2.02  -0.4438
O  -4.67  1.83  1.10  0.0197
C  -2.63  0.03  1.35  0.0690
C  -2.98  -1.40  0.55  -0.0600
C  -4.51  -1.96  0.35  -0.1793
C  -4.92  -2.29  -1.21  -0.3271
C  -4.18  -1.36  -2.33  -0.6221
I  -4.78  -2.12  -4.34  0.6798
C  -1.71  -2.30  -0.03  -0.3880
Cl  -1.91  -3.94  -0.90  0.6018
C  -0.21  -1.68  0.18  0.0065
C  0.19  -0.29  0.96  0.0357
C  -1.07  0.57  1.57  -0.0383
C  -0.71  1.97  2.37  -0.1339
C  -0.71  3.17  1.23  -0.0770
C  -1.69  4.43  1.60  -0.2002
O  -1.08  5.55  2.06  -0.0884
O  -3.15  4.47  1.43  0.0054
C  1.81  -0.04  0.94  -0.1978
O  2.58  0.91  1.47  -0.0099
N  2.38  -1.22  0.13  -0.0138
C  3.26  -0.71  -0.99  -0.2071
C  3.79  -1.85  -2.04  -0.4511
S  4.94  -3.13  -1.30  0.8942
C  4.09  -4.81  -1.63  -0.3986
N  3.98  -5.99  -0.66  -0.0030
N  3.23  -6.99  -1.31  -0.0260
C  2.87  -6.50  -2.69  -0.0457
O  3.40  -5.14  -2.91  -0.1100
C  1.29  -2.21  -0.21  -0.2117
O  1.32  -3.44  -0.74  -0.0290
H  -3.14  1.08  4.05  0.0611
H  -4.31  -0.07  3.75  0.0945
H  -5.59  1.88  1.53  0.1298
H  -5.35  -1.30  0.80  0.1160
H  -4.56  -3.00  0.93  0.1344
H  -6.10  -2.18  -1.38  0.1181
H  -4.71  -3.45  -1.38  0.0878
H  -4.47  -0.21  -2.22  0.0790
H  -3.01  -1.40  -2.33  0.0387
H  0.41  1.92  2.79  0.1328
H  -1.39  2.19  3.30  0.1179
H  0.39  3.54  1.00  0.1392
H  -1.09  2.68  0.21  0.1435
H  -3.63  4.38  2.31  0.1347
H  2.70  0.15  -1.57  0.1441
H  4.23  -0.19  -0.52  0.1466
H  2.87  -2.38  -2.57  0.1005
H  4.37  -1.27  -2.91  0.1078
H  2.23  -7.17  -3.42  0.1419
C  -1.73  9.26  3.11  -0.0399
C  -1.70  7.87  3.10  -0.0493
C  -2.26  7.15  4.16  0.0118
C  -2.84  7.83  5.24  -0.0849
C  -2.84  9.22  5.26  -0.0889
C  -2.30  9.94  4.19  0.0083
C  -3.41  9.95  6.42  -0.2797
O  -3.41  11.18  6.44  0.0956
C  -3.95  9.18  7.55  -0.0850
C  -4.43  9.86  8.68  0.0065
C  -4.96  9.14  9.75  -0.0590
C  -5.02  7.75  9.70  -0.0608
C  -4.54  7.07  8.58  0.0036
C  -3.99  7.79  7.51  -0.0867
C  -3.45  7.06  6.34  -0.2797
O  -3.50  5.84  6.30  0.0850
H  -1.30  9.82  2.28  0.1067
H  -1.25  7.34  2.27  0.0629
H  -2.25  6.06  4.14  0.1049
H  -2.31  11.03  4.19  0.1211
H  -4.39  10.95  8.73  0.1215
H  -5.33  9.67  10.63  0.1072
H  -5.44  7.19  10.53  0.1067
H  -4.58  5.98  8.55  0.1198
C  -3.02  -5.81  -4.04  -0.0788
C  -2.77  -6.79  -3.09  -0.0665
C  -3.32  -8.07  -3.24  0.0090
C  -4.14  -8.35  -4.34  -0.0861
C  -4.41  -7.36  -5.27  -0.0828
C  -3.84  -6.08  -5.13  -0.0046
C  -5.32  -7.63  -6.41  -0.2776
O  -5.55  -6.76  -7.24  0.0977
C  -5.93  -8.97  -6.53  -0.0861
C  -6.83  -9.22  -7.57  0.0064
C  -7.41  -10.49  -7.70  -0.0579
C  -7.08  -11.50  -6.80  -0.0583
C  -6.19  -11.25  -5.76  0.0064
C  -5.62  -9.97  -5.62  -0.0862
C  -4.70  -9.71  -4.50  -0.2783
O  -4.41  -10.59  -3.70  0.0967
H  -2.59  -4.82  -3.93  0.0773
H  -2.14  -6.57  -2.23  0.0818
H  -3.11  -8.83  -2.49  0.1229
H  -4.04  -5.31  -5.87  0.1082
H  -7.09  -8.44  -8.28  0.1215
H  -8.12  -10.68  -8.51  0.1076
H  -7.53  -12.49  -6.91  0.1078
H  -5.94  -12.04  -5.06  0.1217
C  11.17  -10.12  3.88  -0.0603
C  11.56  -10.43  2.58  -0.0600
C  11.08  -9.68  1.51  0.0049
C  10.20  -8.61  1.74  -0.0860
C  9.79  -8.32  3.04  -0.0851
C  10.29  -9.07  4.12  0.0050
C  8.83  -7.23  3.30  -0.2785
O  8.47  -6.97  4.44  0.0954
C  8.28  -6.47  2.16  -0.0852
C  7.32  -5.48  2.38  0.0129
C  6.81  -4.74  1.30  -0.0614
C  7.27  -4.99  0.01  -0.0948
C  8.22  -5.99  -0.22  0.0158
C  8.72  -6.74  0.86  -0.0851
C  9.71  -7.81  0.61  -0.2782
O  10.10  -8.03  -0.53  0.0945
H  11.56  -10.71  4.72  0.1067
H  12.24  -11.26  2.39  0.1067
H  11.39  -9.92  0.49  0.1211
H  9.99  -8.84  5.14  0.1209
H  6.96  -5.27  3.38  0.1219
H  6.06  -3.97  1.48  0.0954
H  6.88  -4.42  -0.83  0.0130
H  8.57  -6.18  -1.23  0.1226
C  -0.13  12.25  -5.17  -0.0581
C  1.06  11.86  -5.78  -0.0579
C  1.77  10.76  -5.30  0.0057
C  1.29  10.05  -4.19  -0.0866
C  0.11  10.46  -3.56  -0.0856
C  -0.60  11.55  -4.06  0.0063
C  -0.37  9.75  -2.36  -0.2780
O  -1.41  10.10  -1.81  0.0975
C  0.41  8.61  -1.83  -0.0829
C  -0.01  7.97  -0.66  0.0169
C  0.72  6.88  -0.16  -0.0495
C  1.86  6.44  -0.83  -0.0531
C  2.28  7.08  -1.99  0.0060
C  1.56  8.18  -2.49  -0.0868
C  2.03  8.88  -3.70  -0.2785
O  3.04  8.49  -4.29  0.0950
H  -0.69  13.11  -5.55  0.1078
H  1.43  12.42  -6.64  0.1077
H  2.69  10.46  -5.79  0.1216
H  -1.53  11.87  -3.58  0.1216
H  -0.90  8.31  -0.13  0.1149
H  0.40  6.39  0.75  0.0745
H  2.42  5.59  -0.45  0.1055
H  3.17  6.73  -2.51  0.1209